1.
# C22H28N4O6

A single C22H28N4O6 molecule at a distorted geometry (the ωB97M-V functional and the def2-TZVPD basis, the Open Molecules 2025 dataset).

Geometry as XYZ:
```
60
Properties=species:S:1:pos:R:3
C -0.3781 -0.8733 2.3897
O -0.7807 -0.0688 1.3016
C -2.0798 -0.1374 0.9085
C -2.9066 -1.2320 1.1338
C -4.2162 -1.2246 0.6902
C -4.7307 -0.1198 0.0379
C -3.9213 0.9799 -0.1826
C -2.5973 0.9757 0.2282
N -1.7741 2.1146 0.0258
C -1.3852 2.8570 1.2204
C -0.0083 2.4742 1.7822
O 0.1506 2.1070 2.9292
N 0.9885 2.6591 0.9012
C 2.3303 2.1934 1.1402
C 2.5596 0.8349 0.4545
C 3.9495 0.2501 0.7102
C 4.7542 0.7908 -0.4691
C 3.7120 0.7627 -1.5828
O 2.4502 0.9853 -0.9655
C -1.3572 2.5604 -1.1790
O -0.6108 3.5277 -1.2669
C -1.7859 1.8153 -2.4264
C -0.6657 0.8545 -2.8531
C -0.7948 -0.4692 -2.1193
O -1.8151 -1.1230 -2.1323
N 0.3489 -0.8540 -1.4881
C 0.5137 -2.0250 -0.7919
C -0.4009 -3.1000 -0.6141
C 0.2957 -3.9920 0.1455
C -0.0588 -5.3236 0.6936
O 1.5222 -3.4999 0.4036
N 1.6511 -2.2775 -0.1824
H -0.1420 -1.8928 2.0722
H 0.5126 -0.3968 2.7963
H -1.1473 -0.9002 3.1648
H -2.5189 -2.1029 1.6388
H -4.8377 -2.0904 0.8613
H -5.7566 -0.1098 -0.2953
H -4.3141 1.8601 -0.6708
H -2.1348 2.6883 1.9953
H -1.3593 3.9193 0.9553
H 0.7601 2.9945 -0.0278
H 2.4524 2.0794 2.2199
H 3.0389 2.9336 0.7609
H 1.7666 0.1542 0.7775
H 4.3503 0.5500 1.6749
H 3.8926 -0.8372 0.6611
H 5.6224 0.1817 -0.7074
H 5.0812 1.8129 -0.2753
H 3.8643 1.5360 -2.3401
H 3.6978 -0.2200 -2.0725
H -2.7033 1.2465 -2.2913
H -1.9305 2.5673 -3.2039
H -0.7772 0.6355 -3.9178
H 0.3104 1.3108 -2.6878
H 1.1350 -0.2037 -1.4303
H -1.3968 -3.1598 -0.9943
H 0.1053 -5.3443 1.7698
H 0.5697 -6.0917 0.2453
H -1.1000 -5.5427 0.4784
```

Computed properties:
E (eV): -41514.4789
Energy above the lowest of the compared OMol25 structures with the same formula, charge and spin (kJ/mol): 245.2
Largest force on an atom (hartree/bohr): 0.0238
Spin multiplicity: 1
SMILES: COc1ccccc1N(CC(=O)NC[C@@H]1CCCO1)C(=O)CCC(=O)Nc1cc(C)on1

Need the Mulliken charges? In units of e they are: C -1.198; O 0.958; C 0.382; C -1.087; C -0.862; C -0.865; C 0.117; C -0.901; N 0.591; C -1.029; C 0.543; O -0.717; N 0.085; C -1.429; C 2.707; C -0.890; C -0.722; C -0.620; O -0.558; C 0.758; O -0.760; C -0.858; C -0.533; C 0.373; O -0.659; N 0.206; C 0.104; C 0.008; C 0.046; C -1.452; O -0.326; N -0.222; H 0.234; H 0.198; H 0.522; H 0.532; H 0.443; H 0.400; H 0.549; H 0.429; H 0.500; H 0.355; H 0.432; H 0.277; H -1.500; H 0.458; H 0.287; H 0.442; H 0.279; H 0.301; H 0.327; H 0.280; H 0.581; H 0.429; H 0.146; H 0.311; H 0.559; H 0.344; H 0.361; H 0.335

2.
# C5H11NO

A gas-phase ion, C5H11NO (charge -1) at a distorted geometry (the ωB97M-V functional and the def2-TZVPD basis, the Open Molecules 2025 dataset).

Geometry as XYZ:
```
18
Properties=species:S:1:pos:R:3
C 1.8274 -0.7274 -0.6112
C 0.6678 0.1500 -1.2690
N -0.5069 0.2490 -0.2949
C -0.9836 1.6461 -0.3812
C -0.5867 -0.1993 1.0948
C -1.0048 -1.6001 1.3434
O -0.7374 -2.1829 2.4454
H 1.4530 -1.2791 0.2615
H 2.0203 -1.4333 -1.4040
H 2.6424 -0.0601 -0.3510
H 0.9504 1.1800 -1.4566
H 0.2776 -0.4427 -2.1088
H -0.4894 2.2238 0.4437
H -0.7456 2.0574 -1.3613
H -2.0501 1.7243 -0.1797
H -1.3009 0.4615 1.6531
H 0.3467 0.1211 1.5700
H -1.7799 -1.8881 0.6061
```

Computed properties:
E (eV): -8898.0559
Energy above the lowest of the compared OMol25 structures with the same formula, charge and spin (kJ/mol): 203.2
Net charge: -1
Largest force on an atom (hartree/bohr): 0.0843
Spin multiplicity: 2

Need the Mulliken charges? In units of e they are: C -1.005; C -0.447; N 0.100; C -1.159; C -0.857; C -0.581; O -0.702; H 0.269; H 0.390; H 0.250; H 0.382; H 0.214; H 0.329; H 0.484; H 0.285; H 0.418; H 0.372; H 0.258

3.
# C3H3NO2

A single C3H3NO2 molecule at a distorted geometry (the ωB97M-V functional and the def2-TZVPD basis, the Open Molecules 2025 dataset).

Geometry as XYZ:
```
9
Properties=species:S:1:pos:R:3
C 0.5991 -0.6424 1.1301
O 0.5883 -0.0820 -0.1868
C -0.5793 0.0544 -0.8062
O -1.5742 -0.6012 -0.6724
C -0.4850 1.2603 -1.6500
N -0.4053 2.2841 -2.1791
H 1.4082 -0.1122 1.6311
H -0.3545 -0.4481 1.6258
H 0.8029 -1.7129 1.1075
```

Computed properties:
E (eV): -8743.6089
Energy above the lowest of the compared OMol25 structures with the same formula, charge and spin (kJ/mol): 146.9
Largest force on an atom (hartree/bohr): 0.0224
Spin multiplicity: 1
SMILES: COC(=O)C#N

Need the Mulliken charges? In units of e they are: C -0.593; O -0.288; C 0.651; O -0.459; C 0.187; N -0.313; H 0.230; H 0.326; H 0.260

4.
# C27H72O9

9 unconnected molecules or ions with the total composition C27H72O9 at a distorted geometry (the ωB97M-V functional and the def2-TZVPD basis, the Open Molecules 2025 dataset).

Geometry as XYZ:
```
108
Properties=species:S:1:pos:R:3
C 0.8905 4.5315 -3.7751
C 1.1558 3.0357 -3.6611
C 0.5859 2.1864 -4.8082
O 2.5717 2.7800 -3.7471
H 1.5348 4.9848 -4.5306
H 0.8893 5.0605 -2.8235
H -0.1038 4.7099 -4.2030
H 0.7898 2.6172 -2.7170
H 0.6156 1.1452 -4.5066
H 1.1890 2.3564 -5.6988
H -0.4309 2.5179 -5.0302
H 3.0643 3.4570 -3.2706
C 3.8395 -4.7954 2.9527
C 2.9405 -4.4685 1.7898
C 2.2025 -3.1178 1.9414
O 3.7288 -4.4827 0.5771
H 3.2152 -4.8878 3.8480
H 4.5207 -3.9644 3.1580
H 4.4427 -5.6864 2.7992
H 2.1590 -5.1997 1.5778
H 2.8462 -2.3324 2.3501
H 1.3231 -3.2954 2.5549
H 1.9818 -2.6759 0.9721
H 4.4549 -3.8520 0.6544
C -1.2179 -0.8174 -5.6994
C -2.3153 -1.0808 -4.6948
C -2.3951 -2.5246 -4.2421
O -1.9741 -0.2293 -3.5711
H -1.1291 -1.4645 -6.5781
H -0.2429 -0.9156 -5.2112
H -1.2165 0.1711 -6.1619
H -3.2303 -0.6178 -5.0826
H -2.7691 -3.1446 -5.0590
H -2.9705 -2.6280 -3.3227
H -1.3849 -2.8786 -4.0224
H -2.7338 -0.2635 -2.9790
C 0.1399 -0.6309 1.4724
C -0.8736 0.5184 1.5359
C -1.2034 1.0351 0.1302
O -2.0530 0.1317 2.2102
H -0.2596 -1.5171 0.9869
H 0.6013 -0.8081 2.4419
H 0.9452 -0.2404 0.8396
H -0.4597 1.3707 2.0809
H -0.3766 1.4719 -0.4343
H -2.0385 1.7337 0.1115
H -1.4881 0.1360 -0.4324
H -2.3819 -0.7026 1.8275
C 0.9165 -4.1368 -1.8095
C 1.4549 -2.7382 -2.1481
C 0.5199 -1.5328 -1.9549
O 2.7330 -2.5079 -1.5750
H -0.0413 -4.3362 -2.2792
H 0.9318 -4.1936 -0.7138
H 1.6778 -4.8519 -2.1219
H 1.6168 -2.7946 -3.2327
H 1.0380 -0.8055 -1.3266
H -0.3424 -1.7959 -1.3388
H 0.3054 -1.0260 -2.8869
H 2.7819 -2.9162 -0.7016
C -4.3066 4.4484 -0.6411
C -5.7825 4.5265 -0.9913
C -6.3532 5.9409 -1.0250
O -6.0255 3.8909 -2.2635
H -4.1195 4.7663 0.3847
H -3.7315 5.1231 -1.2854
H -3.9108 3.4589 -0.8608
H -6.3759 3.9492 -0.2742
H -6.2981 6.4044 -0.0346
H -7.4091 6.0224 -1.2885
H -5.8140 6.5995 -1.7148
H -6.0629 4.6109 -2.9016
C -3.0639 -3.2294 -0.0892
C -2.8373 -3.7399 1.3228
C -1.5898 -4.6174 1.4337
O -2.7836 -2.5672 2.1292
H -2.2223 -2.6343 -0.4562
H -3.9303 -2.5703 -0.1797
H -3.2258 -4.0053 -0.8423
H -3.6555 -4.4166 1.5956
H -0.6727 -4.0331 1.3320
H -1.6237 -5.4352 0.7161
H -1.5261 -5.0548 2.4352
H -2.9287 -2.8252 3.0478
C 0.9444 4.6220 0.3817
C 0.9907 4.1782 1.8543
C 2.0787 3.1184 2.1078
O 1.1813 5.3266 2.6574
H 1.8077 5.2733 0.2195
H 0.1100 5.3322 0.3319
H 0.7420 3.8721 -0.3787
H 0.0138 3.7597 2.1024
H 2.9466 3.4663 1.5472
H 1.7186 2.1363 1.8078
H 2.2404 3.1012 3.1863
H 2.0875 5.6392 2.5603
C 3.4042 -1.0054 4.8564
C 3.6310 -0.7420 6.3690
C 5.1604 -0.6695 6.6626
O 3.0464 0.5173 6.6590
H 2.3744 -1.3668 4.7902
H 4.0848 -1.7495 4.4431
H 3.4892 -0.0828 4.2832
H 3.2044 -1.6088 6.8647
H 5.7203 -1.1388 5.8620
H 5.2881 -1.2435 7.5895
H 5.4959 0.3143 6.9809
H 3.5173 1.2438 6.2521
```

Computed properties:
E (eV): -47592.0542
Energy above the lowest of the compared OMol25 structures with the same formula, charge and spin (kJ/mol): 295.0
Largest force on an atom (hartree/bohr): 0.0697
Spin multiplicity: 1
SMILES: CC(C)O.CC(C)O.CC(C)O.CC(C)O.CC(C)O.CC(C)O.CC(C)O.CC(C)O.CC(C)O

Atomic partial charges in e from the Mulliken method, atoms 1 to 99: C -1.346; C 1.597; C -1.057; O -0.581; H 0.407; H 0.287; H 0.342; H -0.605; H -0.062; H 0.344; H 0.378; H 0.307; C -1.353; C 0.289; C 0.014; O -0.556; H 0.377; H 0.277; H 0.350; H 0.263; H 0.289; H 0.458; H -0.618; H 0.341; C -1.226; C 0.388; C -0.934; O -0.384; H 0.402; H 0.153; H 0.280; H 0.448; H 0.440; H 0.278; H 0.022; H 0.189; C -0.651; C 0.056; C -0.247; O -0.597; H 0.004; H 0.261; H 0.324; H 0.326; H 0.005; H 0.225; H -0.146; H 0.398; C -0.841; C 0.171; C 0.720; O -0.655; H 0.349; H -0.038; H 0.390; H 0.477; H 0.154; H -0.816; H -0.306; H 0.145; C -1.081; C 0.560; C -1.463; O -0.551; H 0.375; H 0.259; H 0.211; H 0.205; H 0.370; H 0.371; H 0.400; H 0.334; C -0.813; C 0.303; C -0.985; O -0.509; H -0.218; H 0.399; H 0.527; H 0.387; H -0.157; H 0.400; H 0.419; H 0.259; C -0.939; C 0.379; C -0.906; O -0.592; H 0.415; H 0.364; H 0.016; H 0.242; H 0.484; H -0.017; H 0.279; H 0.361; C -0.788; C 0.237; C -1.078